1.
Density functional theory data (wB97M-V/def2-TZVPD) for one molecule with the formula C3H8N4S in a non-equilibrium geometry.

Structure (XYZ):
```
16
Properties=species:S:1:pos:R:3:lowdin_charge:R:1
H -3.34 -0.34 0.47 0.02
N -2.81 -1.21 0.48 0.09
C -1.59 -1.00 0.19 -0.29
N -1.02 0.18 -0.30 -0.19
N -1.89 1.31 -0.32 0.06
C 0.33 0.50 0.01 -0.73
N 0.73 1.61 0.47 0.09
H -0.03 2.22 0.76 0.05
S 1.46 -0.78 -0.43 0.90
C 2.96 -0.13 0.35 -0.39
H -0.86 -1.85 0.26 0.10
H -2.67 1.00 -0.90 0.08
H -1.41 2.01 -0.91 0.10
H 3.73 -0.89 0.22 0.04
H 2.79 0.01 1.41 0.04
H 3.24 0.79 -0.11 0.02
```

## Properties
Molar mass: 132.19 Da
E_tot: -20034.9174 eV
ΔE to the lowest compared entry with this formula, charge and spin: 30.4 kcal/mol
2S+1: 1
Highest occupied orbital energy: -9.131 eV
HOMO-LUMO gap: 9.86 eV

---

2.
Density functional theory data (wB97M-V/def2-TZVPD) for an isolated ion of composition C3H8N5 and charge +1 in a non-equilibrium geometry.

Structure (XYZ):
```
16
Properties=species:S:1:pos:R:3:lowdin_charge:R:1
C 1.60 -0.43 0.04 -0.04
C 0.37 0.37 -0.35 -0.37
C 0.43 1.67 0.43 -0.04
N -0.87 -0.34 -0.15 -0.06
N -1.82 0.18 0.49 0.15
N -2.80 -0.65 0.44 0.06
N -2.47 -1.66 -0.18 0.08
N -1.23 -1.59 -0.56 0.17
H 1.65 -1.52 -0.23 0.09
H 1.54 -0.42 1.16 0.11
H 2.48 0.11 -0.42 0.13
H 0.32 0.64 -1.49 0.20
H 0.28 1.45 1.42 0.06
H -0.37 2.43 0.05 0.14
H 1.43 2.01 0.34 0.08
H -0.54 -2.26 -1.00 0.24
```

## Properties
Molar mass: 114.13 Da
E_tot: -10680.1392 eV
ΔE to the lowest compared entry with this formula, charge and spin: 100.1 kcal/mol
Net charge: +1
2S+1: 1
Highest occupied orbital energy: -16.796 eV
HOMO-LUMO gap: 11.22 eV

---

3.
Density functional theory data (wB97M-V/def2-TZVPD) for one molecule with the formula C3H8N5OP in a non-equilibrium geometry.

Structure (XYZ):
```
18
Properties=species:S:1:pos:R:3:lowdin_charge:R:1
N 2.17 -1.02 -1.28 -0.04
P 1.81 0.05 -0.06 0.43
N 2.06 -0.47 1.55 -0.05
O 2.50 1.32 -0.23 -0.31
N 0.11 0.17 -0.35 -0.18
C -0.59 1.36 -0.08 -0.12
C -1.93 1.24 0.11 -0.09
C -2.61 -0.04 -0.30 -0.19
N -1.70 -1.19 -0.02 -0.02
N -0.52 -1.04 0.07 -0.04
H 2.79 -1.74 -0.96 0.05
H 1.37 -1.47 -1.69 0.04
H 1.34 -1.07 1.90 0.03
H 2.30 0.36 2.06 0.04
H -0.17 2.33 0.16 0.12
H -2.68 1.83 0.50 0.07
H -3.60 -0.39 0.09 0.11
H -2.67 -0.22 -1.47 0.15
```

## Properties
Molar mass: 161.11 Da
E_tot: -22026.9100 eV
2S+1: 1
Highest occupied orbital energy: -8.989 eV
HOMO-LUMO gap: 9.80 eV

---

4.
Density functional theory data (wB97M-V/def2-TZVPD) for a 2-piece molecular cluster, C3H8N5S overall in a non-equilibrium geometry.

Structure (XYZ):
```
17
Properties=species:S:1:pos:R:3:lowdin_charge:R:1
C 1.44 0.61 0.11 -0.40
C 1.05 2.07 0.25 -0.35
C 0.39 -1.45 -0.82 -0.03
N 2.58 0.23 0.50 0.19
N -1.98 -0.32 0.64 0.04
N 0.36 -0.07 -0.53 -0.21
N -0.79 0.58 -0.70 -0.25
N -3.14 -0.28 0.36 0.02
S -0.63 2.23 -0.34 1.02
H 1.11 2.25 1.28 0.08
H 1.74 2.91 -0.03 0.13
H 1.40 -1.55 -1.30 0.12
H 0.12 -1.97 0.06 0.08
H -0.35 -1.63 -1.70 0.14
H 2.96 -0.80 0.55 0.14
H -3.66 -1.21 0.25 0.17
H -3.63 0.57 0.28 0.11
```

## Properties
Molar mass: 146.20 Da
E_tot: -21514.1166 eV
ΔE to the lowest compared entry with this formula, charge and spin: 118.1 kcal/mol
Net charge: +1
2S+1: 1
Highest occupied orbital energy (spin up / spin down): -12.806 / -12.828 eV
HOMO-LUMO gap (spin up / spin down): 7.03 / 7.05 eV

---

5.
Density functional theory data (wB97M-V/def2-TZVPD) for a 2-piece molecular cluster, C3H8NO overall in a non-equilibrium geometry.

Structure (XYZ):
```
13
Properties=species:S:1:pos:R:3:lowdin_charge:R:1
C -1.11 1.38 -1.92 -0.49
O -0.72 1.78 -0.64 -0.49
H -0.39 1.92 -2.72 0.04
H -1.10 0.27 -2.29 0.02
H -2.16 1.70 -2.11 0.01
C 0.05 -2.04 0.44 -0.14
C 1.23 -0.01 1.28 -0.09
N 0.87 -1.25 1.48 -0.13
H -0.38 -2.88 0.98 0.04
H 0.73 -2.15 -0.50 0.10
H -0.79 -1.45 0.21 0.03
H 1.88 0.49 2.04 0.05
H 0.85 0.60 0.43 0.03
```

## Properties
Molar mass: 74.10 Da
E_tot: -6775.9094 eV
ΔE to the lowest compared entry with this formula, charge and spin: 48.0 kcal/mol
Net charge: -1
2S+1: 1
Highest occupied orbital energy: -2.281 eV
HOMO-LUMO gap: 6.48 eV

---

6.
Density functional theory data (wB97M-V/def2-TZVPD) for C3H8NO as an isolated structure in a non-equilibrium geometry.

Structure (XYZ):
```
13
Properties=species:S:1:pos:R:3:lowdin_charge:R:1
C 0.56 -0.03 -0.49 -0.33
N 2.15 0.06 -0.88 -0.09
C 0.16 1.03 0.58 -0.12
C -0.47 -0.31 0.72 -0.61
O -1.68 -0.53 0.41 -0.24
H 1.61 -0.76 -0.22 0.05
H -3.51 -1.34 -1.07 0.00
H 0.06 -0.22 -1.43 0.10
H 2.56 0.55 -0.08 -0.04
H 1.03 1.24 1.17 0.06
H -0.24 1.92 0.07 0.09
H -3.85 -0.75 -1.39 0.01
H -0.05 -0.93 1.56 0.11
```

## Properties
Molar mass: 74.10 Da
E_tot: -6773.2765 eV
ΔE to the lowest compared entry with this formula, charge and spin: 108.7 kcal/mol
Net charge: -1
2S+1: 1
Highest occupied orbital energy: -2.587 eV
HOMO-LUMO gap: 7.38 eV